The following is a quantum chemistry calculation of a 7-piece molecular cluster, C34H41O13 overall in a non-equilibrium geometry, from the Open Molecules 2025 dataset.

Last column: Löwdin charge in e.
Geometry (Å):
O: -3.26191 -18.88363 10.20082  0.03
O: 1.56875 -24.28629 6.50935  0.07
O: -1.47465 -29.46310 4.27915  -0.16
O: -3.41237 -27.77807 5.51008  -0.20
O: -1.10169 -22.03747 8.45297  -0.60
O: -0.99275 -23.61766 12.09980  0.06
O: -4.76782 -22.43995 7.21560  0.03
O: 0.94839 -18.44729 7.01300  0.05
O: -1.60642 -28.98357 12.44771  0.02
O: -5.48119 -17.40058 15.06423  0.02
O: -9.40091 -22.39364 10.27397  0.04
O: 3.76193 -14.86954 10.10952  0.02
O: 6.37444 -26.37767 7.90440  0.01
C: -1.19183 -24.92098 12.17292  -0.39
C: -3.70931 -18.45398 11.43619  -0.31
C: 3.24651 -25.83456 6.07529  -0.03
C: -0.89067 -27.11605 11.26459  -0.03
C: 4.47731 -26.34823 6.37271  -0.01
C: 5.21181 -25.76332 7.50599  -0.31
C: -5.95814 -22.30852 7.92405  -0.30
C: -7.21457 -22.13107 7.34713  -0.01
C: 3.49935 -24.10083 7.77660  -0.01
C: -1.54057 -27.63065 12.36301  -0.34
C: 2.59488 -16.73996 7.21250  -0.01
C: -4.21771 -28.12965 6.70112  -0.07
C: -3.61277 -18.13481 13.82427  -0.02
C: 1.80047 -17.72424 7.80201  -0.34
C: 3.15889 -15.84923 9.34665  -0.34
C: -1.06191 -30.85206 4.13434  -0.09
C: -1.99545 -27.69777 5.84148  -0.18
C: -0.69285 -25.74135 11.19624  -0.01
C: -8.28988 -22.28486 9.52698  -0.39
C: -5.02281 -17.95474 11.43983  -0.02
C: -2.98184 -18.55929 12.62959  0.00
C: -2.02757 -26.83354 13.42831  0.01
C: 3.29186 -15.78367 7.98238  -0.04
C: -7.06240 -22.47435 10.15524  0.01
C: 2.77778 -24.71510 6.76457  -0.37
C: -5.89434 -22.44070 9.33655  0.01
C: -1.83964 -25.44813 13.28487  -0.01
C: 2.43513 -16.88219 9.97544  0.01
C: 1.70153 -17.80908 9.17109  0.00
C: -1.40809 -29.08019 5.61225  -0.27
C: 4.73855 -24.64399 8.14749  -0.03
C: -4.93493 -17.71902 13.84899  -0.35
C: -8.38116 -22.13142 8.17460  -0.03
C: -5.60802 -17.65324 12.64150  -0.03
H: -6.66285 -17.42418 12.60584  0.11
H: -4.19418 -27.29128 7.39731  0.09
H: -0.12380 -31.04697 4.65402  0.08
H: 3.94793 -15.04800 7.54107  0.11
H: -4.00858 -22.37179 7.79912  0.07
H: -1.94123 -18.78208 12.44546  0.11
H: -1.65449 -22.84304 8.45209  -0.21
H: -1.70058 -27.25792 6.79421  0.13
H: 5.28771 -24.14958 8.93513  0.11
H: -5.01124 -16.69988 15.52222  0.10
H: 2.78972 -16.67991 6.15192  0.11
H: -9.38367 -22.08089 7.77608  0.10
H: 4.77809 -27.27823 5.91331  0.10
H: -1.89071 -29.75279 6.32131  0.12
H: 0.60093 -19.24038 7.42757  0.10
H: -5.22336 -28.13388 6.28068  0.08
H: -0.35683 -28.91813 5.85037  0.12
H: -0.48897 -27.70316 10.45198  0.11
H: -4.90938 -22.59143 9.75313  0.11
H: -2.01515 -24.68771 14.03143  0.11
H: -5.52855 -18.05836 10.49120  0.12
H: 2.34803 -16.90361 11.05170  0.11
H: -1.00861 -31.17401 3.09434  0.08
H: 4.42328 -14.45635 9.54963  0.09
H: 6.41797 -27.27296 7.56065  0.09
H: -10.16424 -22.04458 9.80805  0.10
H: -0.19488 -25.26152 10.36666  0.12
H: -7.07634 -22.68206 11.21498  0.11
H: -2.63415 -19.60839 10.15352  0.10
H: -3.03670 -18.19789 14.73563  0.11
H: 1.05276 -18.57239 9.57465  0.12
H: 1.17132 -23.59490 7.04379  0.10
H: -3.97324 -29.14138 7.02478  0.07
H: -1.33387 -29.45566 11.65748  0.10
H: -7.25678 -22.16414 6.26846  0.11
H: 2.58654 -26.37175 5.41024  0.11
H: -1.61535 -27.08592 5.02338  0.13
H: -1.06771 -23.31964 11.19032  0.09
H: -1.77042 -31.53680 4.60043  0.08
H: -2.37985 -27.21219 14.37643  0.11
H: 3.13924 -23.23734 8.31614  0.12

Output
- Frontier orbital gap: 6.5 eV
- M: 657.69 g mol⁻¹
- Total charge: -1
- Relative energy (zero: lowest compared OMol25 entry of this formula, charge and spin): 109.8 kcal per mole

=====

The following is a quantum chemistry calculation of C25H31MoN3OP2 as an isolated structure in a non-equilibrium geometry, from the Open Molecules 2025 dataset.

Last column: Löwdin charge in e.
Geometry (Å):
Mo: -0.10806 0.79832 -0.17244  0.93
P: 1.45546 1.91393 1.03737  0.70
P: -2.22370 1.57385 -0.14494  0.71
O: -2.75849 -4.18884 0.48975  0.08
N: 0.33514 1.72948 -1.92605  -0.10
N: -0.77964 -0.63667 1.35659  -0.14
N: -3.12532 -4.60236 2.71118  0.19
C: -1.27090 -1.87200 1.07457  -0.04
C: -2.88592 2.46260 1.27754  -0.23
C: 2.53082 2.68469 -1.38928  -0.23
C: 4.34697 2.26454 -2.94760  -0.03
C: -2.33689 1.06673 -5.05445  -0.03
C: 1.19394 2.72723 2.63113  -0.24
C: 1.26532 0.55355 -4.18902  0.00
C: -0.56860 1.60939 -2.99216  -0.16
C: 2.01897 3.26683 -0.08435  -0.26
C: -3.44783 0.27515 -0.53494  -0.19
C: -1.95701 -2.60296 2.06813  -0.09
C: -2.78171 1.74120 -3.90408  0.00
C: -1.55870 -0.79643 3.61803  0.00
C: 1.69138 1.92401 -2.23990  -0.18
C: 2.18262 1.31432 -3.43259  -0.18
C: 3.54844 1.46878 -3.75908  0.02
C: -0.09527 0.92738 -4.15957  -0.16
C: 2.97370 0.90597 1.21975  -0.21
C: -2.39605 2.71011 -1.58012  -0.25
C: -2.61109 -3.88599 1.66748  -0.48
C: 3.85170 2.86438 -1.78123  0.00
C: -0.94248 -0.09666 2.58493  -0.15
C: -1.02708 0.62706 -5.18335  0.02
C: -1.91597 2.02489 -2.85150  -0.22
C: -2.06482 -2.06957 3.36215  0.04
H: 1.09292 -0.81101 -2.17413  0.09
H: -4.46318 0.68134 -0.43017  0.07
H: -1.15322 -2.22331 0.03823  0.14
H: -2.80746 -4.43499 3.65609  0.10
H: -2.89102 1.77259 2.12932  0.04
H: 0.22430 3.24838 2.61441  0.05
H: 3.93672 1.04468 -4.69195  0.14
H: 2.00834 3.44059 2.82593  0.07
H: -3.29389 -0.07576 -1.56254  0.06
H: -2.23311 3.31393 1.50703  0.05
H: -3.46580 -5.52282 2.49192  0.13
H: 1.16786 3.95338 -0.22140  0.10
H: 2.74721 0.05818 1.88153  0.05
H: 1.63800 -0.08402 -4.99124  0.15
H: -3.31637 -0.58285 0.13751  0.03
H: -1.58283 -0.32744 4.59240  0.13
H: -0.70353 0.10287 -6.09478  0.14
H: -2.53345 -2.62855 4.16774  0.12
H: 1.17025 1.94927 3.40688  0.05
H: 4.48617 3.50436 -1.17147  0.13
H: 3.78476 1.51499 1.64581  0.07
H: 2.81054 3.81499 0.44214  0.10
H: -0.51439 0.90754 2.68226  0.06
H: -3.90215 2.80629 1.05357  0.07
H: -3.46361 2.96001 -1.63028  0.10
H: -3.06491 0.89870 -5.84898  0.13
H: 1.17585 -0.94435 -2.95459  0.11
H: -1.83411 3.62406 -1.32499  0.11
H: -3.81205 2.07872 -3.82513  0.13
H: 3.29166 0.50185 0.24812  0.05
H: 5.38443 2.45766 -3.21336  0.12

Output
- Frontier orbital gap (spin up / spin down): 6.1 / 6.1 eV
- ⟨S²⟩: 2.057
- M: 547.43 g mol⁻¹
- Multiplicity: 3
- Total charge: +2

=====

The following is a quantum chemistry calculation of C41H34AuBrF5N3O2P2 as an isolated structure in a non-equilibrium geometry, from the Open Molecules 2025 dataset.

Last column: Löwdin charge in e.
Geometry (Å):
Au: -0.74311 0.98899 1.58383  0.73
Br: -7.90054 2.71296 0.88414  0.78
P: 2.68846 1.83303 0.17006  1.20
P: 0.79838 -0.42104 0.60284  0.90
F: 1.96524 6.12254 1.41766  0.23
F: 2.63289 3.72839 2.21209  0.11
F: 0.82277 5.34320 -0.23195  0.18
F: 2.97211 5.42650 -0.35355  0.16
F: 0.71545 3.42548 1.32729  -0.01
O: -2.63627 2.53878 1.20884  -0.18
O: -2.59203 0.00932 0.45923  -0.18
N: 2.43735 0.16366 0.65533  -0.41
N: -3.74490 -2.29060 0.30064  0.21
N: -5.86819 -2.54972 0.68647  0.21
C: 5.11384 3.15628 0.72556  -0.06
C: -3.84149 1.92794 0.99836  -0.20
C: -1.03679 0.68840 -2.83712  -0.05
C: 2.17348 2.94730 -3.70133  -0.04
C: 2.77032 0.61508 -3.71582  -0.04
C: -5.87768 -5.09206 0.73563  0.01
C: 2.83807 0.61632 -2.33545  -0.09
C: -5.01004 -6.16384 0.64656  -0.06
C: -0.37638 0.71481 -1.62487  -0.14
C: 4.48586 1.96252 0.37963  -0.31
C: 1.99812 3.77337 1.04164  -0.33
C: -4.96835 -0.20995 0.63190  -0.07
C: 6.63249 0.88193 0.22826  -0.04
C: 3.00250 -0.07875 2.01568  -0.13
C: -6.23479 1.81627 0.89773  -0.68
C: 6.49375 3.19799 0.85455  -0.04
C: 0.00653 -1.66263 -1.77834  -0.07
C: -4.89252 -1.63965 0.51478  -0.16
C: 7.25492 2.06719 0.60414  -0.03
C: -3.63903 -5.98860 0.42795  -0.07
C: -5.32563 -3.82562 0.60443  -0.15
C: -3.08660 -4.73180 0.27344  -0.01
C: 1.94745 5.20556 0.47252  -0.60
C: 2.42498 1.77479 -4.39892  -0.03
C: -5.06146 2.55178 1.09812  -0.05
C: -2.64773 3.91904 1.57490  -0.04
C: 1.09603 -2.14137 1.06346  -0.38
C: 2.57694 1.79217 -1.63384  -0.33
C: 1.74727 -4.74991 1.71874  -0.04
C: -0.67241 -1.68506 -2.98765  -0.05
C: -3.74487 0.53160 0.67326  -0.29
C: -1.20109 -0.51638 -3.51072  -0.04
C: 5.25742 0.82455 0.11956  -0.09
C: -6.19685 0.45711 0.71031  -0.08
C: 0.16485 -0.45853 -1.09367  -0.37
C: 0.68158 -4.12269 2.34601  -0.05
C: 2.26024 2.96215 -2.31941  -0.07
C: 0.34595 -2.81616 2.01862  -0.08
C: 2.15990 -2.77744 0.41675  -0.11
C: 2.47926 -4.08292 0.74252  -0.05
C: -3.95578 -3.65380 0.36494  -0.16
H: -1.42895 1.60438 -3.25655  0.12
H: -2.99890 -6.85780 0.37799  0.11
H: 0.11127 -4.65089 3.09770  0.12
H: 2.24182 -0.45161 2.70418  0.08
H: -6.83511 -2.35434 0.88734  0.18
H: 4.54513 4.05388 0.91393  0.09
H: 7.21763 -0.00271 0.01922  0.12
H: 6.96979 4.11886 1.16131  0.12
H: -0.26893 1.64715 -1.08300  0.09
H: -2.02924 -4.58896 0.09817  0.11
H: 4.78316 -0.10509 -0.15929  0.10
H: -0.48461 -2.31728 2.50414  0.11
H: -0.77997 -2.62062 -3.51967  0.12
H: 3.08255 -0.29013 -1.80171  0.09
H: -5.39387 -7.16856 0.74961  0.12
H: -1.61044 4.23130 1.62369  0.07
H: 2.98783 -0.29255 -4.26157  0.12
H: 0.42117 -2.57520 -1.37502  0.10
H: 2.06976 3.87790 -1.77763  0.08
H: 2.34782 1.76502 -5.47718  0.12
H: 3.29584 -4.57554 0.23383  0.12
H: -3.12398 4.05222 2.54763  0.11
H: 2.72315 -2.24313 -0.33947  0.10
H: -1.74803 -0.54352 -4.44313  0.12
H: 3.80184 -0.81644 1.95783  0.10
H: -2.88382 -1.75097 0.18706  0.14
H: 8.33092 2.10770 0.69756  0.12
H: -6.93422 -5.24024 0.90564  0.12
H: -3.16494 4.51544 0.82198  0.11
H: -5.13681 3.60425 1.33014  0.11
H: 3.41155 0.84087 2.43159  0.08
H: 2.01767 -5.76163 1.98697  0.12
H: 1.90295 3.84843 -4.23337  0.12
H: -7.12990 -0.07862 0.60436  0.11

Output
- Frontier orbital gap: 4.7 eV
- M: 1034.55 g mol⁻¹
- Total charge: +2
- Relative energy (zero: lowest compared OMol25 entry of this formula, charge and spin): 0.0 kcal per mole

=====

The following is a quantum chemistry calculation of C17H26LiN4OS as an isolated structure, from the Open Molecules 2025 dataset.

Last column: Löwdin charge in e.
Geometry (Å):
S: -0.44160 1.84788 -0.39337  0.92
O: -0.32942 2.47945 0.98014  -0.60
N: -4.48267 2.13691 3.25654  0.02
N: 2.96521 -2.24133 1.43474  -0.27
N: -6.22352 0.63879 2.32227  0.04
N: -2.13173 1.47598 3.57208  0.02
C: -0.96247 -3.47736 0.24979  -0.13
C: 1.19061 1.16669 -0.73448  -0.35
C: -0.41488 3.24569 -1.55216  -0.34
C: 0.31745 -0.61231 -2.34527  -0.10
C: 1.79312 -1.64301 2.08035  -0.19
C: -1.22269 2.96701 -2.81756  -0.31
C: -2.71576 2.84850 -2.54720  -0.11
C: 4.13575 -2.09314 2.27132  -0.13
C: -5.36817 1.29747 2.74911  -0.46
C: -1.69125 -1.23492 0.70067  -0.19
C: 0.24667 -3.17321 0.85529  -0.09
C: -3.25648 1.73019 3.38200  -0.43
C: -0.47364 -0.85766 1.30127  -0.17
C: 0.47602 -1.89588 1.37101  -0.31
C: 3.20375 -1.66455 0.13034  -0.11
C: 1.31477 0.51487 -2.10618  -0.29
C: -1.94684 -2.50001 0.18434  -0.13
Li: -0.80172 1.00515 2.20254  0.53
H: 1.25321 1.27085 -2.89520  0.09
H: -3.11903 3.79203 -2.17484  0.08
H: -1.03316 3.78683 -3.51713  0.11
H: 0.62009 3.52244 -1.76312  0.09
H: 1.90143 1.98394 -0.58688  0.10
H: 0.29987 -1.30989 -1.50601  0.06
H: 1.75026 -2.05238 3.09561  0.12
H: -2.50019 -0.50813 0.61452  0.07
H: -3.26411 2.58237 -3.45130  0.07
H: -2.92807 2.08532 -1.79764  0.07
H: 4.39694 -1.03174 2.43958  0.08
H: -2.91032 -2.72720 -0.26130  0.09
H: -1.14022 -4.46952 -0.15084  0.08
H: -0.70459 -0.24497 -2.45327  0.07
H: 0.57298 -1.16256 -3.25232  0.07
H: 2.33174 0.11395 -2.16751  0.10
H: 3.46047 -0.58940 0.19360  0.09
H: 3.95856 -2.55346 3.24378  0.08
H: 1.91296 -0.54870 2.19258  0.11
H: -0.85405 2.06382 -3.31044  0.09
H: -0.86862 4.05766 -0.97990  0.09
H: 4.03122 -2.17867 -0.36460  0.08
H: 2.31277 -1.76929 -0.48742  0.07
H: 1.02796 -3.92420 0.92459  0.10
H: 1.31395 0.43014 0.05801  0.04
H: 4.99743 -2.58045 1.80986  0.08

Output
- Frontier orbital gap: 6.9 eV
- M: 341.43 g mol⁻¹
- Total charge: -1
- Relative energy (zero: lowest compared OMol25 entry of this formula, charge and spin): 3.1 kcal per mole